2 unconnected molecules or ions with the total composition C12H11NO5PS. Source: the OMol25 dataset; level of theory: ωB97M-V/def2-TZVPD.

The geometry in XYZ format:
```
31
Properties=species:S:1:pos:R:3:forces:R:3
N 0.6564 2.0566 -1.2319 -0.44 -0.38 0.79
P -0.8994 2.0540 -0.4946 -0.64 1.60 -0.39
O -1.8979 1.0676 -1.3534 0.69 -0.37 0.60
C -0.6296 1.1877 1.1326 0.06 -0.58 -1.39
C -1.2246 1.7681 2.2252 -0.69 0.85 0.00
C -1.0962 1.2246 3.4856 0.37 0.70 0.26
S -1.9084 1.9359 4.9009 -0.56 -0.12 0.46
C -0.3268 0.1002 3.6466 -0.10 -0.67 1.74
C 0.2886 -0.5218 2.5938 0.14 -0.22 -0.67
C 0.1075 0.0296 1.3295 0.85 -0.84 -0.58
C 0.7491 -0.7042 0.1755 0.26 -0.45 -1.19
O 0.3157 -0.6709 -0.9548 0.07 0.17 0.80
C 1.9597 -1.5580 0.4537 -0.53 0.51 0.63
C 2.1062 -2.0520 1.6762 0.28 -0.11 0.28
C 1.1284 -1.7608 2.7709 0.20 -0.19 0.17
O 1.0461 -2.4787 3.7501 0.01 0.53 -0.37
H 0.8500 2.9549 -1.6500 0.03 0.02 0.08
H 1.3783 1.8051 -0.5681 0.28 -0.07 -0.40
H -2.1721 1.5197 -2.1593 -0.04 -0.03 -0.04
H -1.8248 2.6647 2.1033 0.07 -0.04 -0.11
H -1.2549 3.0879 5.1686 0.24 -0.31 -0.54
H -0.2302 -0.3104 4.6486 0.12 -0.06 -0.15
H 2.6668 -1.7985 -0.3321 -0.35 0.13 -0.21
H 2.9542 -2.6969 1.8933 -0.31 -0.09 0.26
C -0.6458 -1.4443 -4.1669 0.05 -0.15 0.10
C -0.0388 -1.0450 -5.5302 -0.01 -0.08 0.07
O 0.9429 -1.7217 -5.9156 -0.01 0.10 -0.11
O -0.6027 -0.0797 -6.0989 0.06 0.02 -0.05
H -0.1111 -2.2871 -3.7250 0.02 0.02 -0.02
H -0.5926 -0.6006 -3.4775 -0.10 0.00 -0.01
H -1.6942 -1.7259 -4.2960 -0.03 0.11 0.00
```
Positions in Å, forces in eV/Å.

Gap between HOMO and LUMO   4.25 eV
Net charge   -1
E   -1634.4283 Ha